Record 1
Formula: C4H8O2
Source: the OMol25 dataset
Level of theory: ωB97M-V/def2-TZVPD

Cartesian coordinates (Å):
C -1.29188 -1.19467 -2.32549
C -0.35527 -1.79152 -1.58912
O -0.61072 -2.26829 -0.33349
H -0.98737 -0.59110 -3.16040
H -2.32746 -1.37112 -2.05649
H 0.65956 -1.89330 -1.97576
H 0.20315 -2.66196 0.00930
C 0.69929 1.59322 2.25652
C 0.53144 1.85820 0.80087
O 1.44059 1.91203 0.02063
H 0.68160 0.52405 2.49049
H 0.10149 2.17133 2.95093
H 1.75397 1.77088 2.50470
H -0.49836 1.94225 0.40732

Properties
- Calculated total energy: -307.6264 hartree
- Charge: 0
- SMILES: C=CO.CC=O



Record 2
Formula: H2NO2P
Source: the OMol25 dataset
Level of theory: ωB97M-V/def2-TZVPD

Cartesian coordinates (Å):
N -1.14038 0.37440 0.10807
O -1.80892 -0.52031 -0.24514
O -1.13713 1.56173 0.26240
P 1.48337 -0.51789 0.58462
H 0.76474 -1.35650 -0.49804
H 1.83832 0.45856 -0.21191

Properties
- Calculated total energy: -547.5863 hartree
- Charge: 0



Record 3
Formula: C9H14O
Source: the OMol25 dataset
Level of theory: ωB97M-V/def2-TZVPD

Cartesian coordinates (Å):
C 1.98420 -0.39382 2.87254
C 0.77614 -0.25090 2.03605
C 0.67134 -0.96973 0.79038
C -0.62684 -1.11902 0.15766
C -1.65439 -0.36385 0.65171
O -2.80646 -0.55053 -0.08177
C -1.50869 0.43202 1.77820
C -0.31016 0.51535 2.48898
H 2.72596 -1.00689 2.22363
H 1.83773 -1.05506 3.82206
H 2.43064 0.52364 2.87538
H 1.54217 -1.43163 0.29595
H -0.75155 -1.88700 -0.67513
H -2.73692 0.10842 -0.90651
H -2.27174 1.14854 2.04609
H -0.16719 1.40263 3.23033
C -0.23630 0.80229 -2.26888
C 0.33212 0.37390 -3.61519
H 0.25453 0.16508 -1.46628
H 0.13434 1.81198 -1.98950
H -1.32155 0.93588 -2.32232
H -0.21048 -0.14213 -4.30696
H 1.25141 -0.34776 -3.56173
H 0.66172 1.29859 -4.07470

Properties
- Calculated total energy: -426.4819 hartree
- Charge: 0
- SMILES: Cc1ccc(O)cc1.CC



Here are the calculated energy relative to the best compared isomer or geometry (same formula, charge and spin) numbers, same order: 225.8 596.7 238.6 (kJ/mol).
Here are the calculated maximum force numbers, same order: 1.93 4.00 4.77 (eV/A).